No. 1
A structure of composition C26H56NO2P2ScSi4, computed with ωB97M-V/def2-TZVPD.

As for the total energy: -104244.82083 eV.

Geometry (Å):
C  -4.673  -1.209  -1.433
C  -3.340  -0.851  -1.571
N  -2.774  0.077  -0.741
C  -3.555  0.671  0.208
C  -4.871  0.295  0.404
C  -5.445  -0.657  -0.422
C  -2.539  -1.437  -2.692
P  -0.744  -1.562  -2.363
Sc  -0.587  0.421  -0.691
P  -1.486  2.609  0.352
C  -2.990  1.778  1.062
C  0.901  1.527  -2.251
C  1.972  0.627  -2.438
C  3.235  1.116  -2.792
C  3.449  2.492  -2.918
C  2.428  3.392  -2.590
C  1.168  2.918  -2.234
O  -3.144  -0.063  -4.897
O  -1.301  1.670  -4.589
H  -5.073  -1.949  -2.126
H  -5.442  0.782  1.196
H  -6.481  -0.959  -0.293
C  -0.667  -3.340  -1.955
C  -0.083  -1.589  -4.064
H  -3.740  2.585  1.158
H  -2.795  1.406  2.087
H  -2.761  -0.815  -3.690
H  -2.901  -2.455  -2.915
C  -1.129  3.747  1.739
C  -2.318  3.793  -0.769
H  1.831  -0.454  -2.327
H  4.048  0.411  -2.974
H  4.423  2.864  -3.238
H  2.604  4.469  -2.633
H  0.355  3.613  -1.980
H  -0.886  1.695  -3.691
H  -0.586  1.809  -5.236
H  -2.457  0.703  -4.866
H  -4.011  0.324  -4.709
H  -0.217  1.215  -2.456
H  -1.187  -3.900  -2.747
H  0.380  -3.664  -1.895
H  -1.168  -3.528  -0.997
H  -0.447  -2.482  -4.588
H  -0.374  -0.687  -4.619
H  1.012  -1.628  -4.014
H  -2.884  4.505  -0.148
H  -1.566  4.338  -1.356
H  -3.005  3.275  -1.452
H  -1.969  4.449  1.866
H  -0.968  3.209  2.682
H  -0.223  4.315  1.494
C  0.932  -4.028  1.239
Si  2.127  -2.571  1.132
C  3.430  -2.833  2.476
C  2.982  -2.585  -0.547
Si  0.974  -0.553  1.245
Si  -0.319  -0.973  3.141
C  0.467  -2.108  4.435
C  -0.767  0.613  4.049
C  -1.879  -1.809  2.480
Si  2.683  0.828  2.035
C  3.092  0.537  3.858
C  4.251  0.592  1.014
C  2.156  2.622  1.795
H  1.540  -4.934  1.381
H  0.357  -4.151  0.315
H  0.224  -3.967  2.075
H  3.944  -3.776  2.231
H  4.189  -2.043  2.521
H  2.992  -2.945  3.475
H  2.267  -2.712  -1.370
H  3.559  -1.672  -0.738
H  3.679  -3.436  -0.567
H  1.341  -1.652  4.917
H  -0.295  -2.270  5.213
H  0.762  -3.090  4.049
H  -1.249  0.322  4.996
H  -1.479  1.222  3.481
H  0.105  1.234  4.292
H  -2.514  -1.131  1.892
H  -1.657  -2.681  1.851
H  -2.464  -2.154  3.345
H  3.604  -0.416  4.036
H  3.778  1.344  4.160
H  2.219  0.582  4.520
H  4.076  0.816  -0.047
H  4.986  1.316  1.395
H  4.693  -0.409  1.087
H  1.775  2.820  0.782
H  1.386  2.919  2.518
H  3.035  3.265  1.951

=====

No. 2
A structure of composition C26H57BInNO14PS4, computed with ωB97M-V/def2-TZVPD.

As for the total energy: -116523.45621 eV. Its charge is -1.

Geometry (Å):
C  3.993  0.422  -2.528
C  4.154  -0.985  -1.939
O  3.699  -1.003  -0.569
P  3.194  -2.437  -0.081
O  4.044  -3.500  -0.669
C  1.484  -2.781  -0.544
C  0.437  -1.662  -0.689
C  0.722  -0.610  -1.769
In  -1.146  0.404  -2.458
C  -2.695  -1.085  -3.090
C  -2.344  -1.676  -4.450
O  -1.617  -2.921  -4.295
C  -0.289  -2.823  -4.363
O  0.435  -3.771  -4.187
B  -1.912  1.939  -0.907
N  -3.255  2.559  -0.907
O  -1.055  2.368  0.104
O  3.366  -2.424  1.510
C  2.285  -1.986  2.342
C  2.134  -0.473  2.375
H  3.382  1.032  -1.868
H  3.527  0.356  -3.508
H  4.971  0.891  -2.647
H  5.198  -1.284  -1.981
H  3.556  -1.673  -2.533
H  1.115  -3.534  0.161
H  1.573  -3.288  -1.507
H  -0.491  -2.181  -0.964
H  0.207  -1.177  0.265
H  1.346  0.173  -1.324
H  1.301  -1.055  -2.584
H  -0.731  1.349  -3.934
H  -2.839  -1.862  -2.337
H  -3.631  -0.527  -3.184
H  -1.732  -0.966  -5.019
H  -3.214  -1.874  -5.086
H  0.110  -1.822  -4.595
H  -3.151  3.524  -0.591
H  -3.874  2.114  -0.235
H  -0.174  2.105  -0.182
H  2.550  -2.310  3.350
H  1.345  -2.486  2.104
H  3.102  0.006  2.518
H  1.661  -0.076  1.477
H  1.502  -0.224  3.232
C  4.536  -4.744  -5.178
C  5.690  -4.613  -6.184
C  5.955  -3.116  -6.385
S  5.452  -2.313  -4.851
O  4.328  -1.458  -5.140
O  6.619  -1.810  -4.168
C  4.863  -3.793  -4.033
H  4.425  -5.767  -4.821
H  3.596  -4.448  -5.648
H  6.582  -5.094  -5.778
H  5.459  -5.099  -7.132
H  7.005  -2.896  -6.565
H  5.347  -2.699  -7.185
H  4.009  -3.550  -3.406
H  5.676  -4.170  -3.414
C  1.094  6.508  2.851
C  -0.083  7.274  3.472
C  -1.373  6.578  3.020
S  -0.938  4.848  2.732
O  -1.085  4.544  1.340
O  -1.560  4.028  3.746
C  0.808  5.032  3.100
H  2.045  6.806  3.288
H  1.139  6.702  1.777
H  -0.003  7.238  4.561
H  -0.082  8.323  3.178
H  -2.157  6.621  3.772
H  -1.743  6.977  2.077
H  1.373  4.357  2.462
H  0.959  4.773  4.148
C  -1.908  3.365  7.274
C  -2.253  4.523  8.221
C  -1.022  4.782  9.099
S  0.404  4.268  8.121
O  1.031  3.147  8.774
O  1.175  5.429  7.747
C  -0.530  3.683  6.715
H  -2.639  3.259  6.475
H  -1.876  2.427  7.833
H  -2.479  5.415  7.633
H  -3.128  4.301  8.829
H  -0.905  5.831  9.356
H  -1.031  4.178  10.004
H  -0.026  2.823  6.279
H  -0.579  4.493  5.990
C  -6.867  -5.126  -1.477
C  -5.804  -4.865  -2.555
C  -5.807  -3.360  -2.854
S  -6.357  -2.556  -1.344
O  -7.630  -1.921  -1.591
O  -5.263  -1.842  -0.748
C  -6.645  -4.058  -0.409
H  -6.783  -6.129  -1.060
H  -7.866  -5.020  -1.906
H  -4.823  -5.161  -2.179
H  -5.995  -5.441  -3.460
H  -4.818  -2.979  -3.105
H  -6.516  -3.102  -3.638
H  -7.495  -3.911  0.253
H  -5.745  -4.258  0.172

=====

No. 3
A cluster of 8 separate species, C26H57Br2Cl16FN2O10P3 in total, computed with ωB97M-V/def2-TZVPD.

As for the total energy: -422366.71785 eV. Its charge is -1.

Geometry (Å):
C  -5.052  1.713  0.772
C  -4.432  0.408  0.088
C  -2.903  0.641  -0.393
C  -1.958  -0.561  0.027
C  -2.527  -1.897  -0.632
P  -0.090  -0.277  -0.091
N  1.730  -0.264  -0.166
C  0.202  -2.182  0.345
O  -0.492  -2.588  1.583
O  -0.650  -3.981  1.532
C  0.099  -0.432  -1.986
F  -1.126  -0.323  -2.742
C  1.063  0.589  -2.726
C  0.356  1.370  -3.942
O  -0.153  1.472  -0.215
C  0.411  2.219  0.894
C  1.617  2.957  0.234
P  3.387  2.623  0.050
O  3.889  3.191  -1.306
O  4.259  3.608  1.158
O  4.100  1.136  0.142
C  -0.649  3.436  1.083
P  -1.033  4.480  -0.417
O  0.020  5.510  -0.790
O  -2.438  5.373  0.000
O  -1.480  3.588  -1.772
C  0.297  1.255  2.154
C  -1.164  1.177  2.912
N  -1.444  -0.092  3.548
C  -2.855  -0.324  3.892
C  1.322  1.110  3.339
Br  0.739  1.826  5.155
C  2.776  1.713  3.288
C  3.565  1.062  4.558
Br  2.616  3.647  3.801
O  0.229  -0.114  1.636
H  -5.985  1.461  1.356
H  -4.247  2.174  1.412
H  -5.355  2.454  -0.026
H  -4.498  -0.496  0.771
H  -5.082  0.178  -0.808
H  -2.642  1.630  0.107
H  -2.970  0.840  -1.496
H  -2.186  -0.704  1.135
H  -1.853  -2.317  -1.445
H  -3.541  -1.795  -1.107
H  -2.621  -2.697  0.171
H  2.160  -0.282  0.750
H  2.132  -0.935  -0.816
H  0.011  -2.875  -0.520
H  1.282  -2.379  0.648
H  -1.417  -4.206  2.093
H  0.487  -1.485  -2.187
H  1.590  1.349  -2.110
H  1.872  -0.036  -3.234
H  1.150  2.087  -4.330
H  0.123  0.660  -4.795
H  -0.542  1.959  -3.618
H  1.596  4.035  0.622
H  1.299  3.096  -0.855
H  5.041  3.093  1.436
H  4.878  1.083  -0.442
H  -1.675  3.125  1.406
H  -0.216  4.080  1.917
H  -2.602  5.200  0.943
H  -1.528  4.172  -2.549
H  -1.892  1.211  2.028
H  -1.440  2.129  3.454
H  -0.784  -0.414  4.245
H  -3.200  -1.230  3.287
H  -2.977  -0.640  4.977
H  -3.552  0.523  3.644
H  1.421  -0.002  3.551
H  3.455  1.494  2.440
H  3.728  1.815  5.378
H  3.073  0.115  4.917
H  4.610  0.751  4.225
C  6.269  1.901  -3.138
Cl  7.670  2.664  -3.902
Cl  6.769  0.784  -1.858
H  5.635  2.673  -2.703
H  5.714  1.347  -3.891
C  9.250  -1.619  -2.282
Cl  9.866  -2.092  -3.870
Cl  10.561  -1.468  -1.105
H  8.744  -0.660  -2.370
H  8.550  -2.375  -1.935
C  9.442  6.012  -3.698
Cl  10.052  5.546  -5.291
Cl  10.756  6.164  -2.525
H  8.932  6.968  -3.782
H  8.746  5.252  -3.351
C  -8.149  -0.825  -1.489
Cl  -6.729  -0.117  -2.266
Cl  -7.686  -1.908  -0.171
H  -8.765  -0.024  -1.087
H  -8.711  -1.389  -2.228
C  -2.879  -5.681  0.011
Cl  -3.533  -5.123  -1.532
Cl  -3.890  -5.160  1.367
H  -2.835  -6.768  0.003
H  -1.879  -5.270  0.139
C  -0.632  2.550  9.136
Cl  -2.313  2.098  8.829
Cl  0.248  2.815  7.625
H  -0.615  3.467  9.720
H  -0.147  1.749  9.690
C  -6.062  -6.740  -4.378
Cl  -5.242  -5.326  -5.051
Cl  -7.037  -6.306  -2.968
H  -6.712  -7.166  -5.139
H  -5.317  -7.469  -4.080
C  -3.399  -10.080  -4.429
Cl  -3.441  -9.209  -2.891
Cl  -4.456  -9.320  -5.625
H  -2.380  -10.077  -4.808
H  -3.730  -11.102  -4.265

=====

No. 4
A cluster of 4 separate species, C26H57BrFN4O9PS3 in total, computed with ωB97M-V/def2-TZVPD.

As for the total energy: -166810.75395 eV.

Geometry (Å):
C  -1.174  1.528  -4.691
C  -0.417  1.353  -3.505
C  0.450  1.022  -2.117
P  1.652  2.553  -2.241
C  3.462  1.914  -2.555
O  1.244  3.560  -3.603
O  1.459  -0.053  -2.420
C  0.908  -1.300  -1.789
N  -0.027  -1.759  -2.816
Br  2.133  -2.934  -1.752
C  0.451  -0.635  -0.333
C  1.909  -0.196  0.365
S  1.803  0.058  2.258
O  2.745  1.254  2.594
O  2.314  -1.206  3.040
C  -0.076  -1.702  0.753
S  -1.090  -3.186  0.141
O  -2.633  -2.928  0.150
O  -0.893  -4.310  1.237
C  -0.386  0.779  -0.697
C  -1.904  0.197  -0.720
S  -3.251  1.060  -1.650
C  -4.793  0.010  -1.807
C  -6.001  0.848  -1.011
C  -0.467  1.962  0.414
C  -1.418  3.268  0.007
F  0.773  2.656  0.807
H  -1.858  2.021  -5.531
H  3.790  1.084  -1.791
H  4.238  2.816  -2.514
H  3.515  1.521  -3.680
H  1.747  3.221  -4.407
H  -0.891  -2.232  -2.563
H  0.041  -1.375  -3.766
H  2.752  -0.988  0.251
H  2.326  0.817  -0.048
H  0.491  0.382  2.648
H  0.896  -2.304  1.116
H  -0.693  -1.265  1.664
H  -0.607  -3.757  -1.045
H  -1.874  -0.858  -1.214
H  -2.264  0.087  0.413
H  -4.626  -1.063  -1.357
H  -5.062  -0.161  -2.956
H  -6.151  1.838  -1.618
H  -5.522  1.149  0.028
H  -6.967  0.203  -0.870
H  -0.946  1.517  1.409
H  -1.115  4.205  0.683
H  -2.518  2.985  0.376
H  -1.395  3.515  -1.136
C  -8.647  -2.813  -0.433
O  -7.697  -3.121  -1.442
C  -6.399  -3.462  -0.946
C  -6.270  -4.920  -0.445
C  -6.917  -5.159  0.917
N  -6.831  -5.873  -1.413
H  -8.193  -2.302  0.421
H  -9.155  -3.724  -0.110
H  -9.404  -2.154  -0.869
H  -5.717  -3.337  -1.795
H  -6.076  -2.744  -0.182
H  -5.200  -5.133  -0.334
H  -8.006  -5.241  0.860
H  -6.554  -6.098  1.350
H  -6.670  -4.354  1.617
H  -6.323  -5.780  -2.294
H  -7.775  -5.553  -1.643
C  3.874  8.716  -0.126
O  2.671  8.079  -0.529
C  2.547  7.890  -1.941
C  3.324  6.671  -2.494
C  4.830  6.900  -2.597
N  3.079  5.467  -1.687
H  4.207  9.467  -0.848
H  4.653  7.970  0.039
H  3.690  9.214  0.832
H  1.480  7.719  -2.123
H  2.809  8.810  -2.478
H  2.957  6.484  -3.510
H  5.337  6.827  -1.631
H  5.284  6.145  -3.249
H  5.050  7.883  -3.026
H  2.079  5.259  -1.706
H  3.255  5.715  -0.710
C  5.729  -4.252  6.786
O  5.316  -5.313  5.939
C  4.236  -4.981  5.061
C  4.659  -4.198  3.796
C  4.972  -2.727  4.062
N  5.819  -4.820  3.140
H  4.892  -3.622  7.100
H  6.494  -3.653  6.287
H  6.188  -4.689  7.679
H  3.815  -5.940  4.737
H  3.440  -4.462  5.608
H  3.814  -4.225  3.097
H  5.953  -2.579  4.522
H  4.977  -2.164  3.122
H  4.216  -2.276  4.714
H  5.569  -5.773  2.871
H  6.538  -4.952  3.856